## 1
Entry from the OMol25 dataset: 2 unconnected molecules or ions with the total composition C4H12O3 (the ωB97M-V functional and the def2-TZVPD basis).

Summary:
LUMO energy = 0.63 eV
orbital gap = 10.98 eV
HOMO = -10.35 eV
SMILES = OCCCCO.O

```
19
C4H12O3 (the ωB97M-V functional and the def2-TZVPD basis)
O -0.603 -1.053 2.415
C -0.086 -0.190 1.406
C 0.838 -0.981 0.503
C 1.203 -0.191 -0.750
C 0.073 -0.033 -1.750
O -0.453 -1.274 -2.210
H -1.314 -0.590 2.866
H -0.890 0.271 0.815
H 0.518 0.600 1.878
H 0.352 -1.913 0.191
H 1.702 -1.307 1.067
H 2.040 -0.666 -1.249
H 1.559 0.808 -0.444
H 0.454 0.479 -2.625
H -0.756 0.594 -1.408
H -0.955 -1.652 -1.469
O -0.643 3.029 0.268
H -0.091 2.580 -0.382
H -0.676 3.943 -0.031
```

=====

## 2
Entry from the OMol25 dataset: 4 unconnected molecules or ions with the total composition C4H12O3 (the ωB97M-V functional and the def2-TZVPD basis).

Summary:
LUMO energy = 0.55 eV
orbital gap = 9.97 eV
HOMO = -9.41 eV
SMILES = C=CC=C.O.O.O

```
19
C4H12O3 (the ωB97M-V functional and the def2-TZVPD basis)
C -2.567 -0.194 0.320
C -1.300 0.171 0.303
C -0.861 1.373 0.997
C 0.389 1.664 1.268
H -3.378 0.079 0.959
H -2.943 -1.023 -0.318
H -0.580 -0.294 -0.354
H -1.730 1.826 1.461
H 0.683 2.583 1.746
H 1.253 1.064 1.088
O 2.642 0.138 -1.485
H 3.389 -0.454 -1.313
H 2.122 -0.130 -0.694
O 0.122 -0.510 -2.829
H 0.071 -0.358 -1.874
H 0.280 0.398 -3.115
O 0.888 -2.216 0.917
H 0.062 -1.833 1.234
H 1.459 -2.285 1.689
```

=====

## 3
Entry from the OMol25 dataset: 2 unconnected molecules or ions with the total composition C4H12O3 (the ωB97M-V functional and the def2-TZVPD basis).

Summary:
LUMO energy = 0.69 eV
orbital gap = 10.53 eV
HOMO = -9.84 eV
SMILES = OCCCCO.O

```
19
C4H12O3 (the ωB97M-V functional and the def2-TZVPD basis)
O 1.258 -0.013 2.179
C 0.490 -0.513 1.170
C 0.848 0.157 -0.103
C 0.398 -0.856 -1.212
C -0.950 -0.614 -2.079
O -2.040 -1.158 -1.349
H 2.103 0.458 2.026
H 0.769 -1.578 1.302
H -0.594 -0.364 1.466
H 1.728 0.611 -0.332
H 0.305 1.069 -0.086
H 0.268 -1.913 -0.852
H 1.260 -0.923 -1.939
H -0.922 -1.044 -3.057
H -1.074 0.415 -2.043
H -2.851 -0.666 -1.401
O -0.693 2.239 1.886
H -0.143 1.665 2.558
H -0.160 3.028 1.864
```

=====

## 4
Entry from the OMol25 dataset: 2 unconnected molecules or ions with the total composition C4H12O3 (the ωB97M-V functional and the def2-TZVPD basis).

Summary:
LUMO energy = 0.74 eV
orbital gap = 10.74 eV
HOMO = -10.00 eV
SMILES = OCCCCO.O

```
19
C4H12O3 (the ωB97M-V functional and the def2-TZVPD basis)
O -0.263 -2.438 -1.118
C -0.139 -1.100 -0.589
C -1.561 -0.737 0.043
C -1.664 0.368 1.032
C -0.374 1.364 1.034
O 0.646 0.726 1.721
H -0.532 -3.238 -0.480
H 0.781 -1.145 0.015
H -0.012 -0.606 -1.591
H -1.811 -1.533 0.705
H -2.460 -0.583 -0.692
H -1.807 0.016 2.078
H -2.441 1.081 1.025
H -0.428 2.352 1.651
H -0.150 1.465 0.013
H 0.334 -0.049 2.033
O 2.675 1.712 -1.844
H 3.601 2.068 -1.786
H 2.889 0.799 -2.161
```

=====

Short version: 4 is the least stable of them.

=====

## 1
Entry from the OMol25 dataset: 2 unconnected molecules or ions with the total composition C4H12O3 (the ωB97M-V functional and the def2-TZVPD basis).

Summary:
LUMO energy = 0.77 eV
orbital gap = 10.74 eV
HOMO = -9.97 eV
SMILES = OCCCCO.O

```
19
C4H12O3 (the ωB97M-V functional and the def2-TZVPD basis)
O 0.238 1.203 -1.569
C 1.101 0.262 -0.940
C 0.485 -1.116 -1.171
C 0.471 -2.076 0.049
C 0.288 -1.384 1.393
O 0.000 -2.295 2.440
H 0.545 2.109 -1.507
H 2.072 0.312 -1.432
H 1.288 0.538 0.102
H -0.560 -0.976 -1.434
H 1.050 -1.613 -1.947
H 1.448 -2.556 0.100
H -0.274 -2.853 -0.026
H -0.558 -0.714 1.379
H 1.170 -0.792 1.665
H 0.680 -2.968 2.530
O -3.070 4.644 0.335
H -3.355 5.507 0.653
H -3.019 4.766 -0.620
```

=====

## 2
Entry from the OMol25 dataset: 4 unconnected molecules or ions with the total composition C4H12O3 (the ωB97M-V functional and the def2-TZVPD basis).

Summary:
LUMO energy = -3.94 eV
orbital gap = 3.99 eV
HOMO = -7.93 eV

```
19
C4H12O3 (the ωB97M-V functional and the def2-TZVPD basis)
C -1.361 -0.238 -1.722
C -0.204 0.114 -0.877
C 0.820 1.013 -1.469
C 0.126 -0.446 0.426
O -1.742 0.434 -2.666
H -2.155 -0.861 -1.298
H -3.831 1.049 -1.828
H 0.987 1.949 -0.942
H 0.404 1.277 -2.452
H 1.777 0.500 -1.649
H 0.186 0.284 1.249
H 1.113 -0.948 0.394
H -0.631 -1.174 0.729
H 0.770 -2.506 3.204
H -3.838 1.433 -1.192
O 0.592 -1.709 2.695
H 3.033 0.244 2.739
H 1.688 -0.594 2.498
O 2.267 0.179 2.164
```

=====

Short version: 2 is the least stable of them.

=====

## 1
Entry from the OMol25 dataset: C5H7Cl2N in the gas phase (the ωB97M-V functional and the def2-TZVPD basis).

Summary:
LUMO energy = 0.73 eV
orbital gap = 9.63 eV
HOMO = -8.91 eV
SMILES = NC/C(Cl)=C/C=C\Cl

```
15
C5H7Cl2N (the ωB97M-V functional and the def2-TZVPD basis)
N 0.234 -3.365 -0.758
C 0.661 -2.416 0.268
C 0.113 -1.029 0.116
Cl 0.644 -0.207 -1.287
C -0.860 -0.527 0.932
C -1.568 0.751 0.832
C -1.108 1.998 0.597
Cl 0.465 2.574 0.518
H -0.803 -3.394 -0.818
H 0.462 -3.041 -1.688
H 1.739 -2.367 0.149
H 0.358 -2.777 1.272
H -1.140 -1.133 1.780
H -2.666 0.629 0.877
H -1.855 2.720 0.332
```

=====

## 2
Entry from the OMol25 dataset: C5H7Cl2N in the gas phase (the ωB97M-V functional and the def2-TZVPD basis).

Summary:
LUMO energy = 0.67 eV
orbital gap = 9.64 eV
HOMO = -8.98 eV
SMILES = ClC1(Cl)C[C@H]2N[C@@H]2C1

```
15
C5H7Cl2N (the ωB97M-V functional and the def2-TZVPD basis)
Cl 1.000 0.821 1.769
C 0.396 -0.128 0.307
Cl 1.495 -1.486 -0.100
C 0.252 0.822 -1.109
C -1.160 1.156 -1.127
N -2.406 0.549 -1.638
C -1.623 -0.308 -0.764
C -1.196 -0.576 0.672
H 0.901 1.785 -1.119
H 0.726 0.212 -1.863
H -1.422 1.979 -0.335
H -2.273 0.172 -2.649
H -0.940 -1.072 -1.367
H -1.064 -1.556 1.085
H -1.518 0.155 1.465
```

=====

Short version: 2 is the least stable of them.

=====

## 1
Entry from the OMol25 dataset: 2 unconnected molecules or ions with the total composition C9H15P (the ωB97M-V functional and the def2-TZVPD basis).

Summary:
LUMO energy (spin up / spin down) = -0.86 / -0.55 eV
orbital gap (spin up / spin down) = 7.82 / 6.58 eV
HOMO (spin up / spin down) = -8.68 / -7.13 eV

```
25
C9H15P (the ωB97M-V functional and the def2-TZVPD basis)
C 2.797 -3.383 1.202
C -2.083 -1.727 -1.697
C 2.262 -2.233 0.828
C 1.043 -1.986 0.210
C 0.509 -0.764 -0.003
C -0.728 -0.461 -0.536
C 1.542 2.397 -0.240
C -2.645 1.612 -0.589
C 0.027 2.169 0.057
P -0.841 1.123 -1.265
H 3.787 -3.442 1.729
H 2.197 -4.384 1.334
H -3.030 -1.165 -1.973
H -2.059 -2.627 -1.113
H 2.924 -1.428 0.915
H 0.417 -2.783 0.078
H 1.069 0.198 0.117
H 1.903 2.949 0.582
H 2.178 1.587 -0.025
H 1.777 2.719 -1.262
H -3.119 2.488 -1.197
H -2.705 1.912 0.553
H -3.232 0.784 -0.701
H -0.518 3.098 0.111
H -0.143 1.621 0.939
```

=====

## 2
Entry from the OMol25 dataset: C9H15P in the gas phase (the ωB97M-V functional and the def2-TZVPD basis).

Summary:
LUMO energy (spin up / spin down) = 0.02 / -0.12 eV
orbital gap (spin up / spin down) = 7.24 / 7.08 eV
HOMO (spin up / spin down) = -7.22 / -7.20 eV

```
25
C9H15P (the ωB97M-V functional and the def2-TZVPD basis)
C -0.103 -2.416 0.110
C 0.953 -1.486 -0.087
C 0.596 -0.240 -0.418
C -1.785 -0.326 -0.852
C 2.388 -1.925 0.080
C 1.997 1.641 0.416
C -2.735 1.378 0.769
C 1.257 1.014 -0.775
C -2.359 1.016 -0.667
P -1.622 -1.629 0.225
H 0.055 -3.430 0.441
H 2.661 -1.897 1.135
H 3.057 -1.271 -0.474
H 2.511 -2.946 -0.277
H 2.765 0.966 0.787
H 1.304 1.850 1.229
H 2.468 2.572 0.108
H -1.859 1.294 1.410
H -3.496 0.692 1.139
H -3.120 2.394 0.824
H 1.967 0.835 -1.595
H 0.513 1.731 -1.140
H -1.646 1.759 -1.052
H -3.247 1.087 -1.309
H -2.522 -2.666 -0.027
```

=====

Short version: 1 is the least stable of them.

=====

## 1
Entry from the OMol25 dataset: 2 unconnected molecules or ions with the total composition C2H10NOS2 (the ωB97M-V functional and the def2-TZVPD basis).

Summary:
LUMO energy = -3.92 eV
charge = +1
orbital gap = 8.57 eV
HOMO = -12.49 eV

```
16
C2H10NOS2 (the ωB97M-V functional and the def2-TZVPD basis)
S 2.038 -2.011 0.766
S 4.055 -2.038 0.307
H 1.708 -3.247 0.356
H 4.465 -2.518 1.490
C -0.132 0.347 -0.289
O 0.976 0.786 -1.017
C -1.250 1.323 -0.622
N -2.460 0.993 0.224
H 0.045 0.358 0.795
H -0.411 -0.674 -0.584
H 1.745 0.301 -0.689
H -0.964 2.340 -0.362
H -1.546 1.271 -1.666
H -2.276 1.189 1.209
H -2.733 0.012 0.132
H -3.260 1.568 -0.050
```

=====

## 2
Entry from the OMol25 dataset: 2 unconnected molecules or ions with the total composition C2H10NOS2 (the ωB97M-V functional and the def2-TZVPD basis).

Summary:
LUMO energy = -3.49 eV
charge = +1
orbital gap = 8.07 eV
HOMO = -11.56 eV

```
16
C2H10NOS2 (the ωB97M-V functional and the def2-TZVPD basis)
N 1.352 -0.647 0.542
C 0.069 -0.105 1.071
C -1.063 -0.448 0.161
S -2.458 0.596 0.597
S -3.674 -0.089 -0.968
H 1.538 -0.366 -0.433
H 1.350 -1.667 0.587
H 2.159 -0.362 1.097
H 0.162 0.978 1.121
H -0.061 -0.484 2.072
H -0.832 -0.285 -0.892
H -1.369 -1.503 0.227
H -4.764 0.484 -0.457
H 2.232 1.952 -1.217
H 3.006 0.934 -2.104
O 2.354 1.012 -1.403
```

=====

Short version: 1 is the least stable of them.

=====

## 1
Entry from the OMol25 dataset: 2 unconnected molecules or ions with the total composition C4H12N2 (the ωB97M-V functional and the def2-TZVPD basis).

Summary:
LUMO energy (spin up / spin down) = -4.22 / -7.88 eV
charge = +1
orbital gap (spin up / spin down) = 9.24 / 5.44 eV
HOMO (spin up / spin down) = -13.46 / -13.32 eV
<S²> = 0.769
2S+1 = 2

```
18
C4H12N2 (the ωB97M-V functional and the def2-TZVPD basis)
C -2.799 1.775 -0.067
C -2.016 0.664 -0.351
N -0.855 0.768 -1.025
H -2.311 2.731 0.050
H -3.840 1.636 0.174
H -2.435 -0.336 -0.421
H -0.622 1.724 -1.301
H -0.015 0.444 -0.470
C 0.900 -1.033 1.392
N 1.616 -0.432 0.253
C 2.477 -1.430 -0.392
H 0.187 -1.768 1.025
H 1.613 -1.476 2.086
H 0.305 -0.290 1.927
H 2.263 0.231 0.673
H 3.162 -1.829 0.368
H 3.173 -0.974 -1.093
H 1.895 -2.234 -0.830
```

=====

## 2
Entry from the OMol25 dataset: a molecular structure, C4H12N2 (the ωB97M-V functional and the def2-TZVPD basis).

Summary:
LUMO energy (spin up / spin down) = -2.96 / -8.66 eV
charge = +1
orbital gap (spin up / spin down) = 12.63 / 6.57 eV
HOMO (spin up / spin down) = -15.59 / -15.23 eV
<S²> = 0.757
2S+1 = 2

```
18
C4H12N2 (the ωB97M-V functional and the def2-TZVPD basis)
C 1.870 1.311 0.109
C 1.612 -0.039 0.802
C 0.238 -0.610 0.632
N -0.291 -0.515 -0.999
C -1.670 -0.778 -0.793
N -2.279 0.419 -0.247
H 2.853 1.679 0.378
H 1.117 2.064 0.303
H 1.842 1.161 -0.980
H 2.314 -0.736 0.351
H 1.884 0.036 1.859
H -0.649 -0.051 0.940
H 0.153 -1.558 1.160
H 0.303 -1.258 -0.606
H -2.103 -1.030 -1.775
H -1.809 -1.631 -0.137
H -3.281 0.359 -0.090
H -2.102 1.176 -0.907
```

=====

Short version: 2 is the least stable of them.